Entry 1:
A cluster of 6 separate species, C43H40FN2O10 in total in a non-equilibrium geometry. Source: OMol25; level of theory: ωB97M-V/def2-TZVPD.

ORCA input file:
```
! wB97M-V def2-TZVPD RIJCOSX def2/J DEFGRID3
* xyz 1 1
C -1.30 -0.09 5.05
C -2.10 -0.38 4.21
C -3.14 -0.61 3.19
N -2.78 0.13 1.96
C -2.40 1.46 2.03
C -2.11 1.83 0.73
C -1.62 3.22 0.40
C -2.38 3.98 -0.69
C -1.92 5.47 -0.68
C -0.51 5.58 -1.30
N -2.32 0.72 -0.05
C -2.12 0.56 -1.50
F -2.93 1.39 -2.20
C -0.63 0.63 -1.92
C -0.20 1.96 -2.57
C -2.74 -0.30 0.72
H -0.48 0.25 5.64
H -4.13 -0.34 3.54
H -3.11 -1.68 2.96
H -2.33 2.04 2.92
H -0.54 3.20 0.23
H -1.75 3.79 1.32
H -2.14 3.62 -1.69
H -3.46 3.96 -0.54
H -1.94 5.88 0.33
H -2.57 6.04 -1.34
H -0.23 6.61 -1.50
H -0.48 5.06 -2.26
H 0.26 5.12 -0.68
H -2.46 -0.46 -1.72
H -0.51 -0.15 -2.67
H -0.05 0.38 -1.03
H -0.99 2.44 -3.14
H 0.14 2.66 -1.81
H 0.67 1.75 -3.19
H -2.97 -1.30 0.40
C 3.79 3.56 -5.06
C 5.06 3.18 -4.97
C 5.79 3.23 -3.68
O 6.95 2.87 -3.60
C 5.05 3.71 -2.50
C 3.78 4.10 -2.58
C 3.05 4.04 -3.86
O 1.88 4.36 -3.93
H 3.24 3.54 -5.99
H 5.62 2.83 -5.83
H 5.60 3.73 -1.56
H 3.23 4.45 -1.72
C 3.17 -2.31 -2.63
C 3.04 -1.04 -2.25
C 3.99 0.00 -2.70
O 3.86 1.16 -2.34
C 5.10 -0.42 -3.59
C 5.23 -1.69 -3.97
C 4.28 -2.74 -3.52
O 4.40 -3.89 -3.86
H 2.48 -3.08 -2.31
H 2.24 -0.71 -1.60
H 5.79 0.35 -3.91
H 6.04 -2.02 -4.62
C 0.46 -5.18 0.82
C 0.90 -4.66 -0.33
C 0.11 -3.62 -1.04
O 0.51 -3.13 -2.08
C -1.17 -3.19 -0.44
C -1.60 -3.71 0.71
C -0.82 -4.75 1.43
O -1.22 -5.22 2.47
H 1.02 -5.94 1.35
H 1.83 -4.96 -0.78
H -1.72 -2.44 -0.98
H -2.54 -3.42 1.17
C -7.16 -3.61 5.03
C -8.45 -3.81 4.75
C -9.14 -3.00 3.71
O -10.31 -3.17 3.46
C -8.35 -1.97 3.00
C -7.06 -1.78 3.28
C -6.37 -2.58 4.31
O -5.19 -2.41 4.57
H -6.64 -4.18 5.78
H -9.04 -4.55 5.26
H -8.87 -1.39 2.25
H -6.46 -1.03 2.77
C 4.91 -2.48 3.38
C 3.80 -2.69 2.68
C 3.32 -1.70 1.68
O 2.31 -1.88 1.04
C 4.13 -0.46 1.50
C 5.23 -0.25 2.21
C 5.71 -1.24 3.21
O 6.72 -1.05 3.85
H 5.27 -3.19 4.11
H 3.20 -3.58 2.79
H 3.76 0.25 0.77
H 5.83 0.64 2.09
*
```

Summary:
molecular weight	763.8	g/mol
LUMO level	-4.0577	eV
highest occupied orbital energy	-11.85	eV
gap between HOMO and LUMO	7.79	eV

Löwdin atomic charge list, values in e, 2 entries: 0.153, -0.097

Entry 2:
A structure of composition C43H41Cl5N9O3Sr in a non-equilibrium geometry. Source: OMol25; level of theory: ωB97M-V/def2-TZVPD.

ORCA input file:
```
! wB97M-V def2-TZVPD RIJCOSX def2/J DEFGRID3
* xyz -1 1
Sr -0.40 -0.76 0.66
N -0.65 1.75 0.13
C -1.34 1.84 -1.15
C -1.36 3.24 -1.78
C -0.85 3.27 -3.23
C -1.83 2.96 -4.36
N -2.46 1.64 -4.34
C -3.73 1.41 -4.05
N -4.65 2.41 -4.06
N -4.21 0.14 -4.11
C -2.76 1.25 -0.90
O -3.69 1.68 -1.64
O -2.86 0.39 -0.01
H -1.16 2.25 0.85
H 0.29 2.13 0.08
H -0.82 1.15 -1.83
H -0.67 3.86 -1.20
H -2.35 3.68 -1.69
H 0.01 2.60 -3.32
H -0.47 4.27 -3.46
H -1.31 3.04 -5.31
H -2.62 3.72 -4.39
H -1.84 0.85 -4.19
H -4.33 3.23 -3.54
H -5.53 2.11 -3.66
H -3.51 -0.59 -4.03
H -4.97 -0.02 -3.47
C -3.48 2.30 5.25
C -3.15 2.42 3.76
C -1.94 3.28 3.49
C -2.07 4.67 3.50
C -1.00 5.50 3.20
C 0.23 4.94 2.89
C 0.40 3.56 2.88
C 1.75 2.96 2.58
C 2.59 2.77 3.84
C -0.68 2.73 3.21
N -0.53 1.34 3.10
C -0.58 0.60 4.14
C -0.73 -0.83 4.12
C -0.82 -1.66 5.24
C -1.12 -2.94 4.75
C -1.20 -2.79 3.36
N -0.96 -1.53 2.96
H -4.32 1.62 5.41
H -3.74 3.27 5.67
H -2.62 1.91 5.81
H -4.00 2.86 3.24
H -3.00 1.43 3.33
H -3.04 5.10 3.71
H -1.13 6.58 3.20
H 1.07 5.57 2.64
H 2.29 3.60 1.88
H 1.60 1.99 2.10
H 2.72 3.71 4.37
H 3.58 2.37 3.60
H 2.10 2.06 4.52
H -0.55 1.05 5.14
H -0.70 -1.36 6.27
H -1.27 -3.84 5.31
H -1.41 -3.56 2.63
Cl 7.24 1.49 0.86
C 5.57 1.09 0.66
C 4.86 0.48 1.69
Cl 5.64 0.16 3.20
C 3.52 0.15 1.53
Cl 2.60 -0.52 2.83
C 2.83 0.37 0.31
O 1.62 0.04 0.15
C 3.58 1.01 -0.71
Cl 2.74 1.36 -2.18
C 4.91 1.35 -0.54
Cl 5.77 2.13 -1.83
N 3.73 -7.97 -6.35
C 3.25 -7.26 -5.58
C 2.66 -6.37 -4.62
C 1.37 -6.61 -4.16
C 0.79 -5.75 -3.24
C 1.50 -4.64 -2.77
C 2.79 -4.41 -3.24
C 3.37 -5.27 -4.16
C 0.87 -3.71 -1.79
C 1.32 -3.82 -0.49
C 2.28 -4.79 -0.02
C 2.41 -4.60 1.31
C 1.52 -3.52 1.64
N 0.88 -3.05 0.59
C -0.13 -2.85 -2.34
C -0.50 -2.84 -3.70
C -1.52 -1.90 -3.82
C -1.71 -1.40 -2.52
N -0.87 -1.94 -1.63
H 0.82 -7.48 -4.52
H -0.21 -5.92 -2.88
H 3.33 -3.55 -2.87
H 4.37 -5.08 -4.52
H 2.79 -5.53 -0.63
H 3.03 -5.14 2.01
H 1.34 -3.11 2.62
H -0.08 -3.44 -4.49
H -2.06 -1.65 -4.73
H -2.45 -0.69 -2.17
*
```

Summary:
molecular weight	996.7	g/mol
LUMO level	1.7923	eV
highest occupied orbital energy	-4.74	eV
energy relative to the best compared isomer or geometry (same formula, charge and spin)	0.00	kcal/mol
gap between HOMO and LUMO	6.53	eV

Löwdin atomic charge list, values in e, 2 entries: 1.440, -0.033

Question: Which value of LUMO level does entry 1 give?
Answer: -4.0577 eV

Question: What is the formula in the first record?
Answer: C43H40FN2O10

Question: Which value of molecular weight does entry 2 give?
Answer: 996.7 g/mol